(1)
Computed, not measured: a gas-phase ion, C4H8O3 (charge +1) in a non-equilibrium geometry, with wB97M-V/def2-TZVPD.

CARTESIAN COORDINATES (ANGSTROEM)
C (1.27303, 1.34665, -0.94355)
C (-1.11543, -1.47501, 0.38532)
O (1.04744, 0.17864, 1.03509)
H (0.93304, 2.09474, -1.65337)
C (0.34852, 0.79095, 0.09295)
O (-1.33178, -2.57458, 0.00163)
H (-0.17201, -0.81454, -1.43389)
H (0.40980, -0.14949, 1.71095)
H (2.14217, 1.70931, -0.40724)
C (-0.68614, -0.40787, -0.56722)
O (-1.21177, -1.08035, 1.67896)
H (-0.43016, 1.47599, 0.46077)
H (1.55802, 0.53226, -1.62016)
H (-1.30630, -1.88764, 2.21567)
H (-1.45842, 0.26093, -0.95590)

Cartesian forces, eV/Å:
C 0.17 -0.61 -0.82
C -0.13 0.08 0.29
O -0.16 -0.39 0.62
H -0.65 0.30 0.51
C 0.41 0.89 -0.76
O -0.08 -0.25 -0.20
H 0.33 -0.21 0.27
H 0.17 -0.02 0.33
H 0.28 0.08 -0.14
C -0.40 0.69 -0.93
O 0.44 -0.01 -0.20
H -0.19 -0.21 0.30
H 0.46 -0.04 0.32
H -0.30 0.08 0.13
H -0.35 -0.37 0.26

Energy above the lowest of the compared OMol25 structures with the same formula, charge and spin, kJ/mol: 8.1
Spin multiplicity: 2
Gap between HOMO and LUMO (spin up / spin down), eV: 12.69 / 6.54
Max |F|, eV/A: 1.2
DFT total energy, hartree: -382.5705
⟨S²⟩: 0.76
Net charge: +1

Atomic partial charges in e from the Mulliken method, atoms 1 to 8: -1.241 0.531 -0.308 0.374 0.432 -0.398 0.397 0.475

---

(2)
Computed, not measured: a gas-phase ion, C4H8O3PS2 (charge -1) in a non-equilibrium geometry, with wB97M-V/def2-TZVPD.

CARTESIAN COORDINATES (ANGSTROEM)
P (-0.62717, -0.02127, 0.31814)
C (3.30328, 0.86877, -0.51145)
C (2.57109, 0.01420, 0.48525)
H (-2.75693, -0.26638, 1.54183)
H (-2.34664, -2.07237, -0.05617)
H (3.12244, -0.66353, 1.16035)
S (1.19660, -1.02393, -0.50941)
C (-3.34486, -0.19054, -0.29310)
H (-2.15113, -1.15778, -1.69845)
O (-0.92756, -0.49378, 1.66509)
H (3.36628, 0.45820, -1.57425)
S (-0.76577, 1.92388, -0.02365)
C (-2.19732, -1.09758, -0.67387)
H (2.92991, 1.86974, -0.53586)
O (-4.20127, 0.15979, -1.03819)
O (-3.43507, 0.10041, 0.95925)
H (1.87689, 0.69964, 0.98199)
H (4.38723, 0.89253, -0.19749)

Cartesian forces, eV/Å:
P -0.95 -0.76 -3.40
C 2.80 -1.29 -1.03
C -2.81 -0.58 -1.19
H 0.89 -0.08 -0.16
H 0.68 1.53 -1.36
H -0.29 0.48 -0.56
S 0.28 1.09 1.31
C 1.07 -1.85 -0.64
H 0.27 -0.54 -2.25
O 0.09 -0.82 2.67
H -0.42 0.43 1.41
S 0.59 -0.64 -0.24
C 1.17 0.85 4.24
H -0.34 0.54 -0.13
O -1.24 0.81 -1.71
O -1.39 0.86 2.52
H 0.44 -0.38 0.74
H -0.82 0.35 -0.23

Energy above the lowest of the compared OMol25 structures with the same formula, charge and spin, kJ/mol: 23.7
Spin multiplicity: 1
Gap between HOMO and LUMO, eV: 7.83
Max |F|, eV/A: 4.5
Structure (SMILES): CCS[P@@]([O-])(=S)CC(=O)O
DFT total energy, hartree: -1520.7867
Net charge: -1

Atomic partial charges in e from the Mulliken method, atoms 1 to 8: 0.738 -0.859 -0.444 0.383 0.280 0.400 -0.280 0.568

---

(3)
Computed, not measured: a molecular structure, C4H8O3Rb in a non-equilibrium geometry, with wB97M-V/def2-TZVPD.

CARTESIAN COORDINATES (ANGSTROEM)
H (1.03571, -0.86757, -0.05038)
C (-2.23498, -0.55129, -0.79131)
C (2.43807, 0.40518, 1.01395)
H (-3.28296, -0.71394, -0.53009)
H (2.95226, 0.71903, 0.09701)
Rb (-1.93866, 3.18673, 1.23941)
H (-0.80184, -1.16040, -2.21276)
O (0.24702, 1.07982, 0.23926)
O (-0.27514, 0.73463, -0.98769)
O (-1.74717, 0.72327, -0.66611)
H (2.99368, -0.42686, 1.46392)
H (0.51406, -0.32315, 1.64272)
H (-1.86946, -2.49125, -1.47487)
C (1.03835, -0.07459, 0.70694)
C (-1.50094, -1.46674, -1.43263)
H (2.43200, 1.22711, 1.74264)

Cartesian forces, eV/Å:
H -0.34 0.31 0.34
C 1.17 -1.29 -1.28
C 0.18 -0.06 -0.01
H 0.48 0.41 0.73
H -0.08 -0.03 0.28
Rb 0.15 -0.23 -0.21
H 0.46 -0.29 0.91
O 1.05 -0.40 -0.46
O -2.14 0.88 0.47
O 0.35 0.67 -0.31
H -0.04 0.18 -0.12
H 0.29 -0.65 -0.41
H -0.01 0.34 -0.08
C -0.13 0.65 1.08
C -1.40 -0.32 -0.68
H 0.01 -0.17 -0.26

Energy above the lowest of the compared OMol25 structures with the same formula, charge and spin, kJ/mol: 375.9
Spin multiplicity: 1
Gap between HOMO and LUMO, eV: 8.46
Max |F|, eV/A: 2.4
DFT total energy, hartree: -406.5843
Net charge: +1

Atomic partial charges in e from the Mulliken method, atoms 1 to 8: 0.302 0.037 -1.134 0.369 0.314 0.986 0.273 -0.187